No. 1
ORCA calculation (ωB97M-V/def2-TZVPD) on a 2-piece molecular cluster, C4H13N2Si overall at a distorted geometry.

XYZ file:
```
20
Properties=species:S:1:pos:R:3:forces:R:3:lowdin_spin:R:1
H -0.625 -1.892 -0.415 0.2 -1.3 0.0 0.028
N 2.673 0.348 0.379 0.4 0.1 -1.5 0.573
N 4.700 0.086 -0.854 -3.0 0.8 2.4 0.325
H 5.667 0.096 -0.840 2.5 0.7 0.5 0.009
C -2.553 1.245 -1.061 4.2 1.1 -0.2 0.095
H -0.042 -1.044 1.027 0.0 -0.2 0.2 0.017
H 4.387 -0.505 -1.548 -1.7 -1.6 -2.0 0.007
H -4.009 0.001 1.796 -0.1 0.1 0.0 0.017
Si -2.197 -0.255 0.070 -2.5 1.7 -0.7 0.537
H -1.861 1.042 -2.006 -2.0 0.5 1.4 0.013
H -4.534 -1.224 0.554 0.8 0.7 0.3 0.018
C 3.961 0.512 0.192 4.7 0.9 1.3 0.062
H -3.306 -1.631 1.754 -0.3 0.6 -0.2 0.001
H -1.930 2.135 -0.582 -1.4 -1.4 -0.8 0.029
C -3.674 -0.783 1.127 0.5 -1.7 0.0 0.108
H -3.546 1.642 -1.266 0.1 -0.5 -0.2 0.000
H 2.380 0.630 1.301 -0.2 -0.1 0.7 0.019
C -0.507 -0.941 0.049 1.3 0.1 -0.3 0.135
H 4.769 1.022 0.945 -2.6 -0.8 -1.4 0.005
H 0.248 -0.484 -0.620 -0.7 0.4 0.3 -0.001
```
Positions in Å, forces in eV/Å.

Calculated values
- Energy relative to the best compared isomer or geometry (same formula, charge and spin): 1.224 eV
- Lowest unoccupied orbital energy (spin up / spin down): -4.8 / -9.4 eV
- Spin multiplicity: 3
- Net charge: +1
- Calculated total energy: -15204.408 eV
- Expectation value of S²: 2.03

No. 2
ORCA calculation (ωB97M-V/def2-TZVPD) on one molecule with the formula C4H13N3 at a distorted geometry.

XYZ file:
```
20
Properties=species:S:1:pos:R:3:forces:R:3:mulliken_charge:R:1
H 1.116 1.539 0.747 0.2 -0.1 -0.1 0.307
C 1.727 0.867 -1.302 2.4 0.0 1.7 -0.867
C 1.212 0.611 0.182 0.4 -3.1 -0.9 -0.469
H -1.256 -2.014 0.560 0.5 1.9 0.0 0.323
H -2.443 -0.932 2.385 -0.6 1.1 -1.1 0.262
C -2.058 -0.156 1.628 2.9 -4.9 3.4 -0.721
N -0.173 -0.064 0.002 0.9 0.0 -1.4 -0.335
H -2.009 0.537 -0.066 -3.0 0.1 1.1 0.447
H 2.054 -0.089 0.663 -2.0 1.3 -0.6 0.239
H 1.038 1.554 -1.725 -0.7 0.4 -0.9 0.434
H -0.149 -1.266 1.742 -0.3 0.1 -0.1 0.333
C -0.900 -0.993 0.976 1.6 0.0 -0.3 -0.515
H -0.164 -0.270 -1.031 -0.5 -0.6 1.9 0.263
H 2.744 1.386 -1.268 -1.4 -0.1 0.5 0.381
N -2.856 0.401 0.689 -1.0 0.1 -4.1 -0.626
H -3.515 -0.388 0.400 1.1 1.7 -0.3 0.305
H -1.552 0.501 2.277 0.5 1.5 0.6 0.336
H 2.790 -0.917 -1.718 -2.2 1.4 -0.8 0.245
N 1.962 -0.343 -2.164 1.5 -0.7 1.8 -0.625
H 2.432 0.037 -2.977 -0.2 -0.1 -0.4 0.282
```
Positions in Å, forces in eV/Å.

Calculated values
- Energy relative to the best compared isomer or geometry (same formula, charge and spin): 2.925 eV
- Lowest unoccupied orbital energy: 0.9 eV
- SMILES: NCCNCCN
- Net charge: 0
- Calculated total energy: -8826.488 eV

No. 3
ORCA calculation (ωB97M-V/def2-TZVPD) on one molecule with the formula C4H13N3 at a distorted geometry.

XYZ file:
```
20
Properties=species:S:1:pos:R:3:forces:R:3:mulliken_charge:R:1
C 0.088 0.273 -2.388 -0.6 0.5 0.9 -0.729
N 0.012 1.750 -2.479 0.6 -0.6 -0.2 -0.562
H 1.117 -0.061 -2.247 0.2 0.2 -0.5 0.269
H -0.922 2.074 -2.264 -0.1 -0.1 0.0 0.219
H -0.341 -0.156 -3.280 0.0 -0.6 -0.3 0.383
H 0.292 -1.873 1.734 0.3 -0.1 0.2 0.264
C -0.617 -0.039 1.325 0.6 0.5 -1.1 -0.693
H -0.745 -1.358 -1.340 0.0 -0.2 0.3 0.213
H 1.063 0.206 0.138 0.2 -0.2 -0.9 0.132
H 0.182 1.955 -3.457 0.0 0.4 0.1 0.240
H -1.619 0.147 -1.060 -0.4 0.0 -0.2 0.396
C -0.626 -0.280 -1.153 0.7 0.2 -0.8 -0.483
H 1.792 0.176 2.160 -0.2 0.2 0.0 0.237
H -0.659 -1.193 3.046 0.3 -0.1 0.5 0.292
N 0.076 0.085 0.031 -0.7 0.1 1.9 -0.097
N 1.257 -0.300 2.880 0.7 -0.3 0.1 -0.612
H -1.602 -0.427 1.111 -0.3 -0.3 0.1 0.405
H 1.921 -0.994 3.215 -0.2 0.0 0.3 0.234
C 0.102 -0.954 2.304 -1.2 0.2 -0.7 -0.406
H -0.770 0.970 1.726 0.1 -0.1 0.4 0.297
```
Positions in Å, forces in eV/Å.

Calculated values
- Energy relative to the best compared isomer or geometry (same formula, charge and spin): 1.222 eV
- Lowest unoccupied orbital energy: 1.1 eV
- SMILES: NCCNCCN
- Net charge: 0
- Calculated total energy: -8828.191 eV